No. 1
113
Properties=species:S:1:pos:R:3:forces:R:3 method="wB97M-V/def2-TZVPD" max_force_ev_per_a=0.7 homo_ha=-0.3292 lumo_energy_ev=-1.2 orbital_gap_ev=7.8 multiplicity=1
C 1.895 -1.201 2.742 0.1 -0.2 0.2
C 2.938 -0.080 2.787 -0.6 -0.1 -0.1
C 2.785 0.926 1.634 -0.1 -0.6 0.3
Br 3.911 2.470 2.023 0.1 0.1 -0.2
C 1.345 1.339 1.451 0.1 0.3 0.0
C 0.768 2.113 2.461 0.0 -0.2 -0.1
C -0.560 2.491 2.447 0.0 0.1 -0.1
C -1.127 3.284 3.597 0.1 0.0 -0.1
O -2.246 2.634 4.214 0.0 0.1 0.1
N -1.797 1.472 4.869 0.2 0.2 0.1
O -2.611 1.062 5.590 -0.2 -0.1 -0.1
C -1.338 2.090 1.363 0.0 -0.1 -0.2
C -0.783 1.323 0.340 0.1 0.0 0.1
C 0.570 0.927 0.365 -0.2 0.3 -0.2
C 1.127 0.059 -0.741 0.1 0.0 0.4
C 0.746 -1.410 -0.632 0.3 -0.1 0.0
O 1.484 -2.275 -1.006 -0.2 0.0 -0.2
O -0.470 -1.718 -0.116 0.1 -0.2 0.2
C -1.711 0.950 -0.779 0.0 0.2 -0.1
O -1.367 0.819 -1.929 0.0 -0.1 -0.1
C -3.151 0.759 -0.400 -0.1 0.0 0.0
N -3.823 -0.185 -1.156 0.0 0.1 0.4
C -3.674 1.500 0.595 0.1 -0.3 0.2
C -5.124 1.357 1.000 0.1 -0.2 -0.2
C -5.476 2.026 2.305 -0.1 0.2 0.1
O -5.247 1.593 3.381 0.1 0.0 -0.1
Cl -6.371 3.553 2.118 -0.1 -0.1 0.0
C -2.781 2.484 1.239 0.0 -0.1 -0.2
O -3.177 3.570 1.595 -0.1 0.0 0.3
H 1.799 -1.644 1.749 0.0 0.0 0.0
H 2.182 -2.010 3.416 0.1 0.0 0.0
H 0.921 -0.856 3.095 -0.1 0.1 -0.2
H 3.929 -0.530 2.753 0.2 0.3 0.1
H 2.800 0.472 3.719 0.3 -0.1 0.1
H 3.208 0.472 0.746 0.0 0.2 -0.1
H 1.391 2.406 3.297 0.0 0.0 0.0
H -0.351 3.453 4.345 0.0 0.0 0.0
H -1.501 4.250 3.268 -0.1 -0.1 0.0
H 0.801 0.442 -1.705 -0.1 -0.2 0.0
H 2.212 0.062 -0.755 0.0 0.1 0.0
H -0.652 -1.183 0.669 -0.1 0.2 -0.2
H -4.741 -0.407 -0.801 -0.2 0.2 -0.3
H -3.856 0.030 -2.142 0.2 -0.2 -0.1
H -5.802 1.664 0.204 0.1 0.1 0.0
H -5.296 0.290 1.175 -0.1 0.0 0.1
C 3.007 -1.841 6.352 -0.2 -0.1 0.0
O 2.728 -3.085 5.733 0.2 0.1 0.0
C 3.760 -4.049 5.838 0.0 -0.2 -0.1
C 3.778 -4.833 7.157 -0.1 0.1 0.1
C 4.344 -4.048 8.335 0.1 0.0 0.0
N 2.457 -5.351 7.521 0.0 0.0 -0.2
H 4.068 -1.583 6.280 0.0 0.0 0.0
H 2.701 -1.849 7.400 0.1 0.1 0.0
H 2.425 -1.077 5.836 0.0 0.0 0.0
H 3.575 -4.757 5.026 0.0 0.0 0.0
H 4.735 -3.581 5.644 0.0 0.0 0.1
H 4.434 -5.694 6.992 0.0 0.0 -0.1
H 3.631 -3.313 8.711 0.0 0.0 0.0
H 4.573 -4.724 9.158 0.0 0.0 0.0
H 5.262 -3.525 8.060 0.0 0.0 0.0
H 2.121 -5.970 6.790 0.0 -0.1 0.1
H 1.803 -4.573 7.516 0.0 0.0 0.1
C 2.677 -5.493 -6.277 -0.1 0.1 -0.1
O 1.872 -4.425 -5.823 0.0 -0.1 0.0
C 1.879 -4.209 -4.423 -0.1 0.1 0.1
C 3.054 -3.372 -3.903 0.2 -0.1 -0.1
C 4.372 -4.137 -3.832 0.0 0.0 0.1
N 3.257 -2.149 -4.686 -0.2 0.0 0.0
H 2.686 -6.319 -5.559 0.0 0.0 0.0
H 3.705 -5.175 -6.472 0.0 -0.1 0.1
H 2.250 -5.850 -7.214 0.0 0.0 0.0
H 0.956 -3.665 -4.210 0.0 0.0 0.0
H 1.817 -5.169 -3.893 0.1 0.0 0.0
H 2.791 -3.073 -2.887 -0.1 0.0 0.0
H 4.819 -4.270 -4.817 0.0 0.0 0.0
H 5.088 -3.587 -3.223 0.0 0.0 0.0
H 4.232 -5.123 -3.382 0.0 0.0 0.0
H 2.414 -1.583 -4.645 0.0 0.0 0.1
H 3.334 -2.413 -5.665 0.1 0.0 0.0
C 2.428 3.278 -2.177 0.0 -0.1 0.1
O 3.828 3.418 -2.047 -0.1 0.0 -0.1
C 4.393 4.524 -2.725 0.2 0.0 0.0
C 4.299 5.849 -1.957 -0.2 0.0 0.1
C 2.912 6.485 -1.991 0.0 0.1 -0.1
N 4.723 5.709 -0.562 0.1 -0.1 -0.1
H 2.082 3.594 -3.166 0.0 0.0 0.0
H 1.887 3.838 -1.409 0.0 0.0 -0.1
H 2.196 2.222 -2.049 0.0 0.0 0.0
H 5.450 4.275 -2.849 0.0 0.0 0.0
H 3.961 4.617 -3.730 -0.1 0.0 0.0
H 4.988 6.544 -2.448 0.0 0.0 0.0
H 2.218 5.972 -1.326 0.0 0.0 0.0
H 2.969 7.521 -1.661 0.0 0.0 0.0
H 2.495 6.472 -3.000 0.0 0.0 0.0
H 5.686 5.388 -0.539 0.0 0.1 0.0
H 4.194 4.935 -0.167 0.0 0.1 0.1
C -9.855 0.543 -4.434 -0.1 -0.1 0.0
O -8.981 -0.557 -4.254 0.0 0.1 0.0
C -7.679 -0.395 -4.776 0.1 -0.1 -0.1
C -6.712 0.353 -3.849 -0.1 0.2 0.1
C -6.930 1.861 -3.810 0.1 0.0 0.0
N -6.748 -0.169 -2.477 0.0 -0.2 0.0
H -9.668 1.048 -5.386 0.0 0.0 0.0
H -9.773 1.266 -3.619 0.0 0.1 0.0
H -10.872 0.152 -4.439 0.0 0.0 0.0
H -7.297 -1.408 -4.920 0.0 0.0 0.0
H -7.719 0.081 -5.764 0.0 0.1 0.0
H -5.706 0.177 -4.244 0.0 -0.1 0.0
H -7.807 2.127 -3.219 0.0 0.0 0.0
H -6.072 2.354 -3.352 0.0 0.0 0.0
H -7.057 2.269 -4.814 0.0 0.0 0.0
H -6.502 -1.156 -2.493 0.0 0.0 0.0
H -7.718 -0.164 -2.171 0.0 0.1 0.0



No. 2
13
Properties=species:S:1:pos:R:3:forces:R:3 method="wB97M-V/def2-TZVPD" max_force_ev_per_a=1.7 homo_ha=-0.3154 lumo_energy_ev=0.7 de_lowest_kcal_mol=47.1 orbital_gap_ev=9.3 multiplicity=1
S -2.811 -0.016 -0.513 -0.2 0.3 -0.3
C -1.680 -0.855 0.277 0.9 -1.1 0.8
N -0.572 -0.414 0.917 -0.5 0.0 -0.7
O -0.157 0.902 0.896 -1.1 -0.2 1.1
C 0.529 1.269 -0.256 1.2 -0.1 -1.2
C 2.022 0.896 -0.147 0.4 0.6 1.1
Cl 2.419 -0.874 -0.291 -0.3 0.6 0.0
H -1.711 -1.978 0.382 -0.1 1.1 0.0
H 0.071 -1.030 1.378 0.1 -0.2 0.0
H 0.024 0.939 -1.174 0.2 -0.3 0.2
H 0.477 2.356 -0.289 0.1 0.1 0.2
H 2.672 1.423 -0.859 -0.5 -0.3 0.0
H 2.363 1.227 0.885 -0.4 -0.6 -1.2



No. 3
8
Properties=species:S:1:pos:R:3:forces:R:3 method="wB97M-V/def2-TZVPD" max_force_ev_per_a=2.1 homo_ha=-0.3628 lumo_energy_ev=-1.6 de_lowest_kcal_mol=0.0 orbital_gap_ev=8.3 multiplicity=1
F -2.225 -0.507 -1.236 0.5 -0.6 -0.2
F -2.002 1.453 0.133 0.4 0.3 0.5
F -2.187 -0.822 1.273 0.6 0.1 -0.1
Si -1.474 -0.041 0.082 0.9 0.4 -0.3
Si 1.379 0.012 -0.010 -1.9 -1.0 -0.3
I 2.180 -1.635 1.650 -0.2 0.5 -0.4
I 2.118 -0.685 -2.280 -0.3 0.2 0.7
I 2.211 2.224 0.388 -0.1 0.1 0.1



No. 4
55
Properties=species:S:1:pos:R:3:forces:R:3 method="wB97M-V/def2-TZVPD" max_force_ev_per_a=0.7 homo_ha="-0.3501 / -0.3501" lumo_energy_ev="-2.5 / -2.5" total_charge=+1 de_lowest_kcal_mol=0.7 orbital_gap_ev="7.1 / 7.1" multiplicity=1
Ni -0.017 0.036 -0.079 -0.1 -0.2 0.4
C 2.471 -0.595 1.091 0.0 0.0 0.0
N 1.944 0.162 -0.070 0.2 0.1 0.0
C 2.566 -0.353 -1.314 -0.1 0.0 0.0
C 2.288 1.585 0.107 0.1 -0.1 0.0
C 3.593 2.019 0.243 0.0 0.0 0.0
C 3.846 3.359 0.496 0.0 0.0 0.0
C 2.773 4.227 0.641 0.0 0.0 0.0
C 1.466 3.793 0.493 0.0 0.0 0.0
C 1.201 2.453 0.178 0.0 0.1 0.0
N -0.020 1.846 -0.015 0.0 0.1 -0.1
C -1.243 2.456 -0.200 0.0 0.1 0.0
C -1.508 3.796 -0.506 0.0 0.1 0.0
C -2.817 4.235 -0.626 0.0 0.0 0.0
C -3.888 3.371 -0.459 0.0 0.0 0.0
C -3.635 2.028 -0.218 0.0 0.0 0.0
C -2.330 1.588 -0.119 0.0 0.0 0.0
N -1.978 0.167 0.061 -0.1 0.1 0.0
C -2.357 -0.271 1.425 0.0 0.0 0.0
C -2.710 -0.648 -0.938 0.0 0.0 0.0
H 3.554 -0.488 1.160 0.0 0.0 0.0
H 2.234 -1.650 0.977 0.0 0.0 0.0
H 2.025 -0.203 2.005 0.0 0.0 0.0
H 3.649 -0.231 -1.268 0.0 0.0 0.0
H 2.170 0.194 -2.165 0.0 0.0 0.0
H 2.338 -1.410 -1.427 0.0 0.0 0.0
H 4.419 1.324 0.164 0.0 0.0 0.0
H 4.862 3.713 0.601 0.0 0.0 0.0
H 2.952 5.266 0.881 0.0 0.0 0.0
H 0.662 4.492 0.659 0.0 0.0 0.0
H -0.705 4.491 -0.690 0.0 0.0 0.0
H -2.998 5.275 -0.864 0.0 0.0 0.0
H -4.905 3.727 -0.543 0.0 0.0 0.0
H -4.464 1.338 -0.123 0.0 0.0 0.0
H -3.435 -0.172 1.568 0.0 0.0 0.0
H -1.845 0.352 2.156 0.0 0.0 0.0
H -2.081 -1.316 1.559 0.0 0.0 0.0
H -3.786 -0.528 -0.813 0.0 0.0 0.0
H -2.471 -1.698 -0.790 0.0 0.0 0.0
H -2.421 -0.338 -1.938 0.0 0.0 0.0
C 0.114 -5.518 0.343 0.0 0.0 0.0
N -0.002 -4.169 -0.176 0.0 0.1 0.0
C -0.026 -3.840 -1.591 0.0 0.0 0.0
C -0.069 -2.320 -1.548 0.0 0.0 0.3
O -0.107 -1.555 -2.475 0.0 -0.2 0.0
N -0.043 -1.923 -0.203 0.1 -0.1 -0.7
C 0.020 -3.033 0.531 0.0 -0.1 0.2
N 0.089 -3.010 1.865 0.0 0.0 0.0
H -0.390 -6.198 -0.340 0.0 0.0 0.0
H -0.387 -5.602 1.306 0.0 0.0 0.0
H 1.156 -5.827 0.443 0.0 0.0 0.0
H -0.908 -4.244 -2.091 0.0 0.0 0.0
H 0.869 -4.185 -2.113 0.0 0.0 0.0
H 0.103 -2.122 2.336 0.0 0.0 0.0
H 0.184 -3.846 2.411 0.0 0.0 0.0



No. 5
21
Properties=species:S:1:pos:R:3:forces:R:3 method="wB97M-V/def2-TZVPD" max_force_ev_per_a=2.4 homo_ha=-0.6781 lumo_energy_ev=-6.8 total_charge=+2 de_lowest_kcal_mol=5.0 orbital_gap_ev=11.6 multiplicity=1
C 1.392 1.438 -0.605 0.1 -0.4 -0.2
C 1.491 0.127 0.151 -0.4 -0.1 0.6
N 2.462 0.220 1.342 -0.2 0.2 0.7
C 0.101 -0.315 0.707 1.8 -0.5 0.7
C -0.859 -0.493 -0.425 -1.3 -0.3 1.3
C -2.155 -0.553 -0.113 0.2 0.5 -1.8
N -3.203 -0.942 -1.160 1.5 1.7 0.8
H 2.386 1.829 -0.817 -0.1 0.4 0.2
H 0.716 2.120 -0.071 0.5 0.1 -0.1
H 0.966 1.263 -1.600 0.0 -0.1 0.2
H 1.902 -0.703 -0.415 0.1 0.1 -0.4
H 2.386 -0.657 1.867 0.2 0.1 0.1
H 3.459 0.390 1.162 -0.1 -0.3 -0.7
H 2.257 0.982 2.002 -0.5 -0.1 -0.1
H 0.193 -1.295 1.224 0.1 0.1 -0.6
H -0.160 0.301 1.576 -0.6 0.5 -0.7
H -0.447 -0.720 -1.402 -0.2 -0.3 0.0
H -2.630 -0.103 0.748 0.2 -0.5 0.3
H -2.832 -1.577 -1.864 -0.4 -0.8 0.3
H -4.015 -1.218 -0.609 -0.3 -0.6 -0.7
H -3.411 -0.095 -1.698 -0.5 0.1 0.2